[1]
A 14-piece molecular cluster, C3H35O14 overall. Source: the OMol25 dataset; level of theory: the ωB97M-V functional and the def2-TZVPD basis.

Orbital gap in eV: 8.09
Total charge: +1
HOMO in eV: -12.5
Energy above the lowest of the compared OMol25 structures with the same formula, charge and spin in kcal per mole: 32.28

Last column: Löwdin charge in e.
CARTESIAN COORDINATES (ANGSTROEM)
O (-0.65597, 18.22233, 8.65775)  0.242
H (0.08592, 18.26740, 8.02881)  0.159
H (-1.21850, 17.48371, 8.33280)  0.164
H (-0.27995, 17.98096, 9.59322)  0.102
O (2.76340, 17.72246, 9.89812)  0.264
H (1.92798, 17.61340, 10.49138)  0.118
H (2.60349, 17.84365, 8.95593)  0.155
H (3.36328, 18.40402, 10.26992)  0.129
C (0.71699, 19.93701, 11.93329)  -0.045
C (-0.04253, 18.60785, 12.03773)  -0.548
C (-1.52967, 18.88272, 11.92896)  -0.052
O (0.36766, 17.63395, 11.10678)  -0.278
H (1.77511, 19.80326, 12.17481)  0.063
H (0.35575, 20.68258, 12.64081)  0.076
H (0.65036, 20.30317, 10.90183)  0.059
H (0.14085, 18.24132, 13.05228)  0.109
H (-2.09936, 17.96031, 11.90968)  0.074
H (-1.70931, 19.39544, 10.97175)  0.051
H (-1.91759, 19.63259, 12.61965)  0.100
O (4.34907, 20.15233, 11.06106)  -0.049
H (4.50653, 20.73737, 11.81129)  0.064
H (5.21886, 19.78761, 10.85442)  0.059
O (1.72060, 16.43587, 14.07360)  -0.046
H (1.10888, 16.27106, 14.79724)  0.034
H (1.16528, 16.75958, 13.35660)  -0.007
O (0.16912, 21.50007, 8.05340)  -0.052
H (0.88694, 21.25894, 8.64869)  0.026
H (0.29065, 22.44490, 7.89861)  0.067
O (-0.97021, 15.09491, 10.19353)  -0.060
H (-1.55404, 15.60484, 9.62494)  -0.019
H (-0.72674, 15.70743, 10.90201)  0.012
O (-5.06205, 18.51330, 12.31377)  -0.048
H (-5.42688, 17.81433, 11.76506)  0.026
H (-4.55628, 19.07126, 11.70551)  -0.003
O (-3.14812, 17.10669, 10.01054)  -0.087
H (-3.92155, 16.68953, 10.39893)  0.054
H (-3.39238, 18.06668, 9.92732)  -0.013
O (1.95045, 19.27714, 15.50055)  -0.066
H (2.85173, 19.15775, 15.19031)  0.050
H (1.68600, 20.15619, 15.16797)  0.000
O (1.65210, 21.94080, 14.90307)  -0.046
H (1.04814, 22.53253, 14.44227)  0.057
H (1.86047, 22.39736, 15.72717)  0.072
O (-0.54568, 18.31192, 16.38740)  -0.069
H (-0.59753, 17.35272, 16.42418)  0.024
H (0.31799, 18.50357, 15.98257)  -0.025
O (-2.33622, 21.99130, 9.48659)  -0.046
H (-1.58065, 21.39844, 9.38319)  0.001
H (-2.20344, 22.40710, 10.34609)  0.063
O (-4.05194, 19.57318, 9.69057)  -0.047
H (-4.73441, 19.45936, 9.01660)  0.093
H (-3.53971, 20.34841, 9.40211)  0.039


[2]
A 14-piece molecular cluster, C3H35O14 overall. Source: the OMol25 dataset; level of theory: the ωB97M-V functional and the def2-TZVPD basis.

Orbital gap in eV: 9.43
Total charge: +1
HOMO in eV: -12.4
Energy above the lowest of the compared OMol25 structures with the same formula, charge and spin in kcal per mole: 0.00

Last column: Löwdin charge in e.
CARTESIAN COORDINATES (ANGSTROEM)
O (-0.59635, 2.97390, 0.28990)  0.181
H (-0.06684, 2.23780, 0.83271)  0.091
H (-0.10211, 3.13945, -0.56922)  0.091
H (-0.78569, 3.79352, 0.76764)  0.159
O (1.90621, 0.47508, 3.44467)  0.174
H (1.49316, 0.75578, 2.53974)  0.086
H (1.30190, 0.63120, 4.19371)  0.138
H (2.31127, -0.46252, 3.40478)  0.088
C (-0.30092, -1.32586, 1.55713)  -0.047
C (0.23534, -0.25540, 0.60781)  -0.484
C (-0.73189, -0.02996, -0.54560)  -0.038
O (0.48445, 0.94407, 1.31792)  -0.304
H (0.17099, -1.27353, 2.53745)  0.044
H (-0.20211, -2.33822, 1.16697)  0.082
H (-1.36915, -1.16614, 1.73753)  0.091
H (1.10388, -0.68815, 0.08736)  0.119
H (-1.74540, 0.23679, -0.23120)  0.077
H (-0.71672, -0.95030, -1.13246)  0.078
H (-0.40918, 0.77614, -1.20140)  0.043
O (0.70137, -3.26163, -2.41503)  -0.057
H (1.16125, -3.34419, -1.57461)  0.015
H (-0.24160, -3.22119, -2.19629)  -0.028
O (-1.96829, 2.42623, -2.36790)  -0.065
H (-2.68247, 2.09046, -1.78931)  0.007
H (-2.31015, 3.25596, -2.71747)  0.061
O (3.19103, 1.59048, 0.49539)  -0.050
H (2.28770, 1.34365, 0.77615)  -0.011
H (3.19160, 2.55270, 0.52621)  0.040
O (1.16354, 3.09476, -1.70608)  -0.022
H (2.11269, 2.91624, -1.69724)  0.076
H (0.99580, 3.55657, -2.53738)  0.087
O (-0.88822, 0.48305, 3.91648)  -0.051
H (-0.55170, 0.98248, 3.15441)  0.020
H (-0.85370, -0.42999, 3.61160)  0.009
O (-1.88039, -3.38305, -0.85647)  -0.049
H (-2.76805, -3.01854, -0.76364)  0.062
H (-1.91797, -4.22616, -0.39079)  0.075
O (3.58863, -1.49681, -0.85502)  -0.041
H (3.09411, -0.67176, -0.80408)  0.002
H (3.44231, -1.92198, -0.00484)  0.025
O (-0.11072, 0.58222, -3.78573)  -0.054
H (-0.94556, 0.99085, -3.52012)  -0.001
H (0.55964, 1.09506, -3.32643)  0.005
O (-2.05959, -2.91045, -3.54757)  -0.044
H (-2.23539, -2.56529, -2.66706)  -0.015
H (-2.05421, -2.13795, -4.12385)  0.049
O (-3.96439, 1.76635, -0.50949)  -0.041
H (-4.11885, 0.83704, -0.30658)  0.058
H (-4.84531, 2.15569, -0.56022)  0.071
O (2.79991, -1.88714, 3.76446)  0.003
H (3.67827, -1.93402, 4.16400)  0.099
H (2.44789, -2.78332, 3.80910)  0.096


[3]
A 14-piece molecular cluster, C3H36NO13S overall. Source: the OMol25 dataset; level of theory: the ωB97M-V functional and the def2-TZVPD basis.

Orbital gap in eV: 9.11
Total charge: +1
HOMO in eV: -11.5
Energy above the lowest of the compared OMol25 structures with the same formula, charge and spin in kcal per mole: 96.27

Last column: Löwdin charge in e.
CARTESIAN COORDINATES (ANGSTROEM)
C (1.38314, -3.55383, 1.11905)  -0.182
C (0.16420, -4.07055, 0.27846)  -0.254
C (-0.12703, -3.40420, -1.10135)  -0.655
S (-0.83234, -4.49847, -2.26048)  0.755
N (1.41926, -2.12555, 1.27897)  0.127
H (1.29729, -3.91816, 2.13016)  0.127
H (2.24348, -3.96290, 0.60468)  0.131
H (-0.79314, -4.04254, 0.99343)  0.152
H (0.45124, -5.03646, 0.14851)  0.052
H (0.98216, -3.08037, -1.24295)  0.090
H (-0.66937, -2.43541, -0.88389)  0.075
H (-1.71962, -3.76270, -2.97552)  -0.129
H (0.44223, -1.64127, 1.51781)  0.171
H (1.99541, -1.90576, 2.10869)  0.150
H (1.68813, -1.57426, 0.43949)  0.089
H (1.39122, 0.05349, -1.43267)  -0.062
H (2.76548, 0.26956, -0.59062)  0.112
O (1.80875, -0.26130, -0.71008)  -0.077
H (-2.04164, 3.72171, -0.03358)  0.000
H (-2.96201, 2.86296, 0.70803)  0.008
O (-2.42487, 3.61561, 0.84761)  -0.052
H (-2.84570, 3.60011, -2.09740)  0.018
H (-1.47322, 2.86355, -1.88602)  -0.007
O (-2.08455, 3.52805, -1.66489)  0.051
H (0.94389, 1.83374, -1.87856)  0.073
H (0.09981, 1.74015, -3.24091)  0.070
O (0.06280, 1.59029, -2.30656)  -0.062
H (0.76488, 0.67823, 2.27331)  -0.004
H (1.88438, 0.67250, 3.44570)  0.074
O (1.63957, 0.34056, 2.55538)  -0.083
H (1.49092, 4.06337, -0.45981)  0.063
H (1.35051, 2.66144, 0.29324)  0.042
O (1.43869, 3.12024, -0.56666)  -0.044
H (5.07022, 1.06346, -0.25438)  0.143
H (4.21028, 1.12770, 0.89613)  -0.040
O (4.12158, 0.89974, 0.07280)  0.022
H (-0.94736, 0.30498, 2.31070)  0.005
H (-1.04794, 0.28765, 0.75660)  0.044
O (-0.60008, -0.10212, 1.57099)  -0.100
H (-0.85483, 3.50769, 1.80170)  0.050
H (-0.55980, 2.45256, 0.86563)  -0.031
O (-0.19739, 2.81007, 1.65254)  -0.052
H (-1.98980, 0.32444, -0.75753)  0.031
H (-1.08462, 1.61628, -1.09811)  0.082
O (-1.83380, 1.18885, -0.46347)  -0.074
H (-3.27966, -2.09745, 0.84681)  0.084
H (-2.45878, -0.97033, 1.57307)  -0.012
O (-2.38587, -1.70404, 0.96735)  -0.066
H (1.71587, -0.88858, -4.01213)  0.072
H (0.46465, -0.99819, -5.22327)  0.113
O (1.04491, -0.38313, -4.59470)  -0.151
H (-3.39421, 1.48897, 3.20665)  0.143
H (-2.78215, 1.32102, 1.88549)  -0.073
O (-2.94520, 0.80860, 2.58657)  -0.006


[4]
A 16-piece molecular cluster, C3H36O16 overall. Source: the OMol25 dataset; level of theory: the ωB97M-V functional and the def2-TZVPD basis.

Orbital gap in eV: 10.53
Total charge: 0
HOMO in eV: -10.5
Energy above the lowest of the compared OMol25 structures with the same formula, charge and spin in kcal per mole: 39.50

Last column: Löwdin charge in e.
CARTESIAN COORDINATES (ANGSTROEM)
O (0.85306, 2.55060, 2.34417)  -0.004
C (0.57422, 2.69241, 1.18605)  -0.228
C (0.35612, 4.07773, 0.55655)  -0.211
C (0.86909, 4.10776, -0.87271)  -0.106
H (0.27513, 1.78223, 0.33820)  0.172
H (0.86739, 4.85864, 1.10526)  0.114
H (-0.59663, 4.50879, 0.63101)  0.095
H (2.06337, 3.93219, -0.88554)  0.136
H (0.53584, 5.06288, -1.31485)  0.078
H (0.48497, 3.32224, -1.60107)  0.048
H (-1.78080, -3.85279, -2.83144)  0.083
H (-2.34918, -2.89527, -1.74492)  -0.035
O (-2.29635, -3.80548, -1.96533)  -0.056
H (-2.74279, 1.87747, -2.37079)  0.066
H (-1.91636, 1.63664, -3.49405)  -0.003
O (-2.75750, 1.29311, -3.17342)  -0.063
H (-2.30465, -0.84204, -0.78406)  0.028
H (-2.65483, -0.10167, -1.99423)  0.039
O (-2.40198, -1.04220, -1.73418)  -0.101
H (4.04022, 2.89403, 2.64788)  0.059
H (2.49994, 3.05548, 2.28614)  -0.066
O (3.29491, 3.50906, 2.48477)  -0.050
H (-2.61166, 1.48125, 0.54451)  0.106
H (-1.43811, 0.49681, 0.79518)  -0.042
O (-1.83930, 0.98912, 0.12444)  -0.071
H (0.26636, 1.31795, -3.77890)  0.065
H (-0.35589, 1.81722, -2.45318)  0.029
O (-0.17703, 2.07475, -3.37323)  -0.054
H (-0.00652, -4.19251, 0.49699)  0.013
H (-0.87434, -3.93810, -0.69436)  -0.012
O (-0.17596, -4.54258, -0.39720)  -0.072
H (2.05482, 0.75089, 2.57464)  -0.009
H (2.39679, 0.15606, 1.17476)  0.022
O (2.27789, -0.02627, 2.12503)  -0.031
H (-0.48063, -4.10028, 3.23719)  0.049
H (0.55848, -2.83263, 3.11277)  0.054
O (-0.17892, -3.39379, 2.67329)  -0.091
H (2.70769, -0.95508, -0.85774)  0.136
H (1.28690, -0.39808, -1.10585)  -0.068
O (2.01717, -0.21489, -0.60214)  -0.064
H (1.48682, -3.75733, -3.66266)  0.027
H (0.52864, -3.79954, -2.57279)  0.033
O (0.60293, -3.57278, -3.50551)  -0.008
H (-1.36987, -2.40039, 1.73889)  0.011
H (-2.52226, -1.47133, 2.18642)  -0.033
O (-1.75772, -1.51685, 1.75957)  -0.003
H (-2.16454, 1.63780, 3.14357)  0.005
H (-0.64316, 1.25608, 3.26288)  0.068
O (-1.51909, 1.07084, 2.85076)  -0.019
H (2.79704, -2.81075, 3.39186)  -0.001
H (2.08104, -1.48395, 3.19726)  -0.032
O (2.09715, -2.31142, 3.57698)  0.047
H (0.25163, -1.89422, -3.03668)  -0.011
H (-0.55007, -0.99856, -2.15933)  0.028
O (0.34057, -1.05924, -2.58088)  -0.069


[5]
A 16-piece molecular cluster, C3H38N2O16 overall. Source: the OMol25 dataset; level of theory: the ωB97M-V functional and the def2-TZVPD basis.

Orbital gap in eV: 10.83
Total charge: 0
HOMO in eV: -10.6
Energy above the lowest of the compared OMol25 structures with the same formula, charge and spin in kcal per mole: 0.00

Last column: Löwdin charge in e.
CARTESIAN COORDINATES (ANGSTROEM)
N (0.50940, -2.35483, -0.57980)  0.119
C (1.50041, -1.54400, 0.22882)  -0.065
C (1.90306, -0.25706, -0.43990)  -0.454
N (1.02346, 0.67305, -0.76836)  0.089
C (1.39905, 1.90012, -1.46524)  -0.028
O (3.12738, -0.06055, -0.65729)  -0.054
H (0.88880, -2.43473, -1.58350)  0.097
H (0.44244, -3.25382, -0.13436)  0.129
H (1.11892, -1.32237, 1.23274)  0.097
H (2.41027, -2.15051, 0.41325)  0.147
H (0.02865, 0.52871, -0.61851)  0.118
H (2.47715, 1.95435, -1.59893)  0.085
H (0.93514, 1.93876, -2.44196)  0.087
H (1.05705, 2.80259, -0.93268)  0.098
H (-0.91867, -0.79750, 1.93963)  0.013
H (-1.87092, 0.44698, 1.71070)  0.035
O (-0.95288, 0.16573, 1.67880)  -0.080
H (-1.09031, 0.48884, -2.97338)  0.023
H (-1.37906, -0.97539, -2.50382)  -0.009
O (-1.02600, -0.45881, -3.28125)  -0.110
H (-4.71273, 1.18099, 1.14205)  0.090
H (-3.87502, 0.80274, -0.09365)  0.042
O (-3.80393, 1.03449, 0.86760)  -0.062
H (-2.97705, -0.73920, -1.40379)  0.016
H (-3.94853, -0.02946, -2.53597)  0.067
O (-3.75490, -0.06721, -1.60622)  -0.106
H (2.10462, -1.46635, -3.29834)  0.013
H (0.56365, -1.39841, -3.32685)  0.019
O (1.30436, -2.00218, -3.12553)  -0.071
H (3.36949, -0.11545, -2.37968)  0.005
H (4.33962, -0.88667, -3.35388)  0.057
O (3.51509, -0.41129, -3.29998)  -0.048
H (-2.72695, -1.74818, 0.34102)  0.002
H (-3.57774, -0.73362, 1.20912)  -0.012
O (-3.18855, -1.62177, 1.22170)  -0.098
H (1.13573, 2.57163, 1.75343)  0.027
H (-0.00842, 1.61334, 1.85499)  0.000
O (0.19832, 2.56879, 1.94089)  -0.057
H (1.22105, -0.25472, 3.88528)  0.017
H (-0.22556, 0.23661, 3.74074)  0.017
O (0.29726, -0.40597, 4.20800)  -0.067
H (-2.67450, 2.46914, 0.78691)  0.007
H (-1.24100, 2.98218, 1.03153)  0.017
O (-2.01948, 3.09544, 0.42897)  -0.079
H (-1.68903, -2.34608, 2.78745)  0.056
H (-0.33178, -1.86394, 3.42414)  0.023
O (-0.71681, -2.35127, 2.65559)  -0.088
H (3.42983, -0.16342, 3.67655)  0.084
H (2.99210, 0.68208, 2.47158)  0.010
O (2.70641, -0.06702, 3.02836)  -0.053
H (-2.55641, 1.16357, -1.77481)  -0.003
H (-1.78704, 2.32738, -1.10627)  0.012
O (-1.73393, 1.68761, -1.84685)  -0.093
H (-0.60727, -1.88165, -0.65608)  0.115
H (-2.20543, -2.58767, -1.50327)  0.059
O (-1.92528, -1.75319, -1.12791)  -0.285
H (3.83845, 2.70534, 0.97225)  0.065
H (3.50524, 1.26869, 0.42531)  0.030
O (3.60825, 1.81530, 1.25636)  -0.065


[6]
A 15-piece molecular cluster, C3H38NO14S overall. Source: the OMol25 dataset; level of theory: the ωB97M-V functional and the def2-TZVPD basis.

Orbital gap in eV: 9.48
Total charge: +1
HOMO in eV: -11.8
Energy above the lowest of the compared OMol25 structures with the same formula, charge and spin in kcal per mole: 0.00

Last column: Löwdin charge in e.
CARTESIAN COORDINATES (ANGSTROEM)
C (0.03007, 1.84438, 0.68289)  -0.051
C (-1.00760, 0.77560, 0.73901)  -0.458
C (-0.83101, -0.43514, -0.15682)  -0.559
S (-0.69057, 0.04051, -1.83175)  0.807
N (-1.07918, 0.22519, 2.16166)  0.204
H (0.03703, 2.30778, -0.32031)  0.061
H (1.05329, 1.54059, 0.89570)  0.067
H (-0.30433, 2.69774, 1.29136)  0.099
H (-1.94331, 1.30551, 0.60181)  0.065
H (-0.06816, -1.13751, 0.23302)  0.079
H (-1.85965, -1.06870, -0.01187)  0.094
H (-0.10684, -1.10620, -2.32738)  -0.104
H (-1.59364, -0.63842, 2.18003)  0.125
H (-0.09823, 0.03258, 2.49362)  0.094
H (-1.51223, 0.98612, 2.69908)  0.150
H (-2.02235, 3.37335, -3.73521)  0.055
H (-0.43611, 3.05888, -3.91127)  0.049
O (-1.18544, 3.16269, -3.31793)  -0.070
H (-4.31243, -0.55847, 1.67247)  0.069
H (-3.65209, -1.28344, 0.48206)  0.010
O (-3.58588, -0.48913, 1.04344)  -0.063
H (-3.00684, 3.01480, -1.55620)  0.050
H (-3.27036, 1.67530, -1.05888)  0.058
O (-3.38694, 2.60054, -0.76414)  -0.044
H (3.35048, -0.81732, -1.95423)  0.030
H (3.76797, -0.79885, -0.54399)  0.001
O (3.73718, -1.41617, -1.29903)  -0.053
H (-2.82562, -3.53755, 0.41781)  0.040
H (-3.12036, -3.16109, -1.03293)  0.068
O (-3.42689, -3.00750, -0.13168)  -0.043
H (2.52930, -2.93000, 1.19703)  0.044
H (1.86552, -4.36123, 1.30739)  0.100
O (1.73920, -3.45075, 0.97723)  -0.062
H (2.03688, -0.40661, 2.69059)  0.038
H (1.37388, -1.71666, 2.43223)  0.036
O (1.21325, -0.87144, 2.87888)  -0.024
H (0.80964, -3.93872, -1.97931)  0.052
H (1.55884, -3.03253, -1.01276)  0.008
O (0.71035, -3.12845, -1.46841)  -0.082
H (-2.98415, 2.91693, 0.94258)  0.020
H (-3.71309, 2.23381, 2.15068)  0.057
O (-2.87273, 2.59799, 1.86076)  -0.069
H (4.58595, -1.39441, 2.23951)  0.073
H (3.61730, -0.19035, 1.71653)  0.016
O (3.74460, -1.18100, 1.82515)  -0.081
H (-0.91829, -4.53746, 1.41112)  0.048
H (-0.02663, -3.40783, 1.57996)  -0.004
O (-0.94436, -3.66779, 1.83446)  -0.069
H (3.56619, 1.37485, -0.04990)  0.028
H (4.07499, 1.80000, 1.40166)  0.083
O (3.42321, 1.28862, 0.91004)  -0.056
H (0.51504, 3.58204, -2.17393)  0.015
H (1.47108, 4.71598, -1.98363)  0.075
O (1.39414, 3.87980, -2.45978)  -0.050
H (2.63968, 2.44132, -2.22447)  0.045
H (1.85792, 1.36333, -1.67019)  -0.001
O (2.76849, 1.67877, -1.62283)  -0.070